ORCA calculation (the ωB97M-V functional and the def2-TZVPD basis) on one molecule with the formula C5H11N in a non-equilibrium geometry.

Values from the calculation:
LUMO energy = 1.043 eV
SMILES = C/C=C/[C@H](C)N
frontier orbital gap = 10.342 eV
ΔE to the lowest compared entry with this formula, charge and spin = 251.96 kJ/mol
total energy = -6850.9172 eV

Last column: Mulliken charge in e.
Cartesian coordinates (Å):
C  -2.784  -0.067  0.058  -0.887
C  -1.415  0.526  -0.125  0.120
C  -0.411  -0.257  -0.331  -0.781
C  1.003  0.104  -0.484  0.237
C  1.992  -0.939  0.161  -1.145
N  1.358  1.491  0.011  -0.705
H  -3.145  0.507  0.971  0.282
H  -3.484  -0.009  -0.951  0.225
H  -2.600  -1.290  0.434  0.244
H  -1.368  1.573  -0.005  0.506
H  -0.701  -1.319  -0.130  0.059
H  1.240  0.145  -1.527  0.290
H  2.099  -1.849  -0.534  0.303
H  2.995  -0.358  0.288  0.350
H  1.622  -1.095  1.286  0.296
H  2.433  1.437  -0.181  0.289
H  1.165  1.399  1.058  0.318